46
Properties=species:S:1:pos:R:3 method="wB97M-V/def2-TZVPD" total_energy_ev=-104324.657 orbital_gap_ev="6.607 / 6.589" multiplicity=3 total_charge=-1 s2=2.004 homo_ev="-4.45 / -4.44"
Ni -0.1409 0.1502 0.1617
N -0.6929 1.9107 -0.7678
S -0.2888 2.3696 -2.2591
O 0.9169 3.1273 -2.2787
O -1.3701 2.7741 -3.0879
F 0.1788 0.9790 -2.8628
S -1.3080 3.3558 -0.1713
O -2.6279 3.6574 -0.5915
O -0.3597 4.3825 -0.0008
F -1.5139 2.7912 1.3071
C 2.1983 -3.1035 -0.4075
C 1.7287 -1.8705 -0.1158
C 2.4537 -0.6344 -0.6161
O 1.7642 0.4484 -0.5987
C 3.7163 -0.7592 -1.1055
C 4.3489 -2.0249 -1.2899
C 3.5767 -3.2696 -0.8009
O 4.1485 -4.3393 -0.7364
O 5.4170 -2.1582 -1.8454
O 0.6012 -1.6485 0.4953
H 1.6048 -3.9899 -0.2233
H 4.1974 0.1800 -1.3550
C -1.2874 -1.6495 -2.3951
O -1.5412 -0.7288 -1.3494
C -2.8457 -0.8756 -0.8038
C -2.9274 -0.0322 0.4461
N -1.7782 -0.4451 1.2688
C -1.7532 0.1679 2.6031
C -0.3035 0.3841 3.0595
O 0.2994 1.0667 1.9877
C 1.5546 1.7016 2.1713
H -1.9223 -1.4249 -3.2566
H -1.3902 -2.6820 -2.0494
H -0.2542 -1.5356 -2.7167
H -3.0478 -1.9331 -0.5597
H -3.5965 -0.6710 -1.5772
H -3.9066 -0.1318 0.9348
H -2.8638 1.0303 0.2277
H -1.7933 -1.4528 1.3877
H -2.3033 -0.4610 3.3170
H -2.3006 1.1054 2.6721
H 0.1631 -0.5759 3.2970
H -0.3265 1.0521 3.9259
H 1.7074 2.0098 3.2077
H 1.4998 2.6350 1.6040
H 2.3680 1.1181 1.7480